[1]
Entry from the OMol25 dataset: an isolated molecule of C4H9NO2 in a non-equilibrium geometry (the ωB97M-V functional and the def2-TZVPD basis).

XYZ file:
```
16
Properties=species:S:1:pos:R:3:forces:R:3:mulliken_charge:R:1
C -2.056939 -0.727923 -0.344811 0.0 -0.1 0.1 -1.250
C -0.608115 -0.331912 -0.596551 -0.1 -0.3 0.1 0.444
O -0.757670 0.966679 -1.144491 0.4 0.2 -0.2 -0.567
C 0.179511 -0.361121 0.739019 -0.1 0.1 -0.2 -0.893
N 1.612380 -0.138716 0.572593 0.1 0.2 -0.1 -0.065
C 2.146002 1.037550 0.196547 0.1 0.1 0.0 0.030
O 1.509971 2.031308 -0.117483 0.2 -0.1 0.1 -0.635
H -2.195850 -1.495711 0.421543 0.0 0.2 0.0 0.325
H -2.645425 -1.013449 -1.230759 0.5 0.2 0.2 0.283
H -2.372888 0.263086 -0.038100 -1.1 -0.3 0.5 0.350
H -0.105584 -0.996698 -1.312915 0.1 0.1 0.1 0.210
H -0.061428 1.576563 -0.844058 0.2 -0.3 0.0 0.432
H -0.220683 0.395869 1.430702 0.0 -0.1 -0.3 0.308
H 0.090883 -1.333776 1.242220 -0.2 0.2 -0.3 0.417
H 2.256642 -0.875463 0.804443 -0.1 0.0 0.0 0.241
H 3.249680 1.027968 0.202611 -0.1 0.0 0.0 0.371
```
Forces are in eV/Å.

- HOMO energy: -9.99 eV
- Multiplicity: 1
- Lowest unoccupied orbital energy: 0.7 eV
- Energy relative to the best compared isomer or geometry (same formula, charge and spin): 101.4 kJ/mol
- SMILES string: C[C@@H](O)CNC=O
- Max |F|: 1.22 eV Å⁻¹



[2]
Entry from the OMol25 dataset: a cluster of 2 separate species, C4H9NO2 in total (the ωB97M-V functional and the def2-TZVPD basis).

XYZ file:
```
16
Properties=species:S:1:pos:R:3:forces:R:3:mulliken_charge:R:1
C -0.259795 1.806805 1.803162 0.0 0.0 0.1 -0.982
C -1.637264 -1.810305 -0.998642 0.1 0.1 -0.1 -0.288
N -1.017068 -1.282875 -1.972794 -0.3 -0.2 0.1 -0.438
C 0.358741 0.659777 1.039025 -0.2 -0.2 0.2 0.812
O 0.119681 -0.508119 1.259878 0.1 0.5 -0.1 -0.607
O 1.215885 1.073991 0.101142 -0.1 0.0 0.1 -0.321
C 1.826493 0.028465 -0.674340 0.1 -0.2 -0.1 -0.477
H 0.364524 2.699396 1.747531 -0.1 -0.1 0.0 0.310
H -1.250316 2.050334 1.402844 0.2 -0.1 -0.1 0.237
H -0.392847 1.498840 2.842364 0.0 0.0 -0.1 0.309
H -1.246456 -1.657543 0.008686 -0.1 -0.1 -0.1 0.263
H -2.548737 -2.412912 -1.099619 0.1 0.1 -0.1 0.264
H -1.480161 -1.498125 -2.858462 0.0 0.0 0.1 0.221
H 2.574777 0.519920 -1.298025 -0.1 0.0 0.1 0.239
H 2.302987 -0.700414 -0.013372 -0.1 0.1 -0.1 0.275
H 1.069560 -0.467231 -1.289379 0.1 0.1 0.1 0.183
```
Forces are in eV/Å.

- HOMO energy: -10.09 eV
- Multiplicity: 1
- Lowest unoccupied orbital energy: 1.1 eV
- Energy relative to the best compared isomer or geometry (same formula, charge and spin): 161.8 kJ/mol
- SMILES string: COC(C)=O.C=N
- Max |F|: 0.49 eV Å⁻¹



[3]
Entry from the OMol25 dataset: a cluster of 2 separate species, C4H9NO2 in total (the ωB97M-V functional and the def2-TZVPD basis).

XYZ file:
```
16
Properties=species:S:1:pos:R:3:forces:R:3:mulliken_charge:R:1
O -1.321131 0.377052 -1.896895 -0.1 0.1 -0.1 -0.407
C -2.368457 0.035560 -1.452066 0.1 -0.1 -0.1 0.172
O -3.235445 0.901700 -0.883815 0.0 -0.1 0.2 -0.424
H -2.723386 -1.007515 -1.476735 0.0 0.0 0.1 0.315
H -3.950750 0.411809 -0.455744 0.0 0.1 -0.2 0.342
C 2.038659 -1.893230 0.691020 -0.1 0.0 0.0 -0.857
C 1.224008 -0.846067 0.821404 0.0 0.1 0.0 0.109
N 1.130946 0.235498 -0.034569 0.1 -0.2 0.3 -0.185
C 0.624095 1.478815 0.504613 -0.1 0.1 0.0 -0.992
H 2.710820 -1.980686 -0.153876 0.1 0.0 0.1 0.239
H 2.016938 -2.687150 1.421160 0.0 -0.1 -0.1 0.244
H 0.527693 -0.795851 1.653444 0.0 0.0 0.0 0.259
H 1.921523 0.327743 -0.651864 -0.1 0.1 -0.1 0.206
H 0.612218 2.232483 -0.279317 0.0 0.0 0.0 0.316
H -0.408435 1.353329 0.835443 0.0 -0.1 0.0 0.281
H 1.200703 1.856511 1.357796 0.1 0.0 -0.1 0.381
```
Forces are in eV/Å.

- HOMO energy: -7.75 eV
- Multiplicity: 1
- Lowest unoccupied orbital energy: 0.5 eV
- Energy relative to the best compared isomer or geometry (same formula, charge and spin): 198.0 kJ/mol
- SMILES string: C=CNC.O=CO
- Max |F|: 0.35 eV Å⁻¹



[4]
Entry from the OMol25 dataset: an isolated molecule of C4H9NO2 (the ωB97M-V functional and the def2-TZVPD basis).

XYZ file:
```
16
Properties=species:S:1:pos:R:3:forces:R:3:mulliken_charge:R:1
C 1.348193 -0.168504 0.339642 0.1 -0.1 0.1 -0.585
O 1.106239 1.043100 -0.334437 0.1 0.0 0.0 -0.403
C 0.031336 0.890687 -1.242651 -0.1 0.0 -0.2 -0.318
C -1.282492 0.623198 -0.468082 -0.1 0.1 -0.1 -0.594
N -1.033387 0.220712 0.915743 0.1 0.1 0.0 -0.468
C 0.055990 -0.721565 1.013053 0.1 0.2 0.2 0.102
O -0.390885 -1.906695 0.389029 0.1 -0.2 0.0 -0.504
H 0.368312 -2.491584 0.278621 -0.1 0.0 0.0 0.316
H 1.751151 -0.918909 -0.365792 -0.1 0.1 0.1 0.335
H 2.116985 0.050997 1.086739 -0.1 -0.1 -0.1 0.273
H 0.253409 0.063874 -1.936872 0.0 0.1 0.1 0.276
H -0.017115 1.818385 -1.819358 0.0 -0.1 0.1 0.325
H -1.857655 -0.165396 -0.961148 0.1 0.1 0.0 0.263
H -1.907847 1.520727 -0.440289 0.1 -0.1 0.0 0.358
H -0.784927 1.038706 1.462336 -0.1 -0.1 0.0 0.279
H 0.242693 -0.897730 2.083466 0.0 0.0 -0.2 0.345
```
Forces are in eV/Å.

- HOMO energy: -8.87 eV
- Multiplicity: 1
- Lowest unoccupied orbital energy: 0.9 eV
- Energy relative to the best compared isomer or geometry (same formula, charge and spin): 186.9 kJ/mol
- SMILES string: O[C@H]1COCCN1
- Max |F|: 0.30 eV Å⁻¹



- What is the lowest unoccupied orbital energy in the third record?
  0.5 eV